Density functional theory data (ωB97M-V with the def2-TZVPD basis set) for a molecular structure, C30H32ClN3SSi2Sn.

**Energy above the lowest of the compared OMol25 structures with the same formula, charge and spin**: 0.0 kcal per mole
**Frontier orbital gap**: 7.5 eV
**2S+1**: 1
**Net charge**: +2
**Lowest unoccupied orbital energy**: -5.781 eV
**HOMO energy**: -13.279 eV

Each line ends with the Mulliken charge.
Atoms and positions in Å:
C (1.1844, 0.6912, 0.2348)  -0.54
C (0.6535, 1.7358, -0.5785)  -0.73
C (-0.4511, 2.3162, 0.0911)  -0.54
H (1.1345, 2.1199, -1.4828)  0.47
C (-0.6977, 1.5896, 1.2847)  -0.51
C (0.2920, 0.5325, 1.3770)  -0.85
H (0.4649, -0.1053, 2.2500)  0.68
H (2.1932, 0.2654, 0.1629)  0.58
H (-0.9804, 3.2363, -0.2057)  0.64
H (-1.4382, 1.8510, 2.0542)  0.57
Sn (-1.0790, -0.8467, -0.0745)  1.01
Si (-4.0861, -0.0942, -0.7292)  -0.30
C (-3.6703, 0.6592, -2.4230)  0.73
C (-4.3593, 0.1341, -3.5342)  -0.51
H (-5.0060, -0.7320, -3.4140)  0.40
C (-4.2625, 0.7123, -4.7992)  -0.62
H (-4.8472, 0.3213, -5.6295)  0.49
C (-3.3978, 1.7835, -5.0207)  -0.60
H (-3.2611, 2.1863, -6.0311)  0.44
C (-2.6591, 2.3028, -3.9420)  -0.64
H (-1.9263, 3.1037, -4.1341)  0.43
C (-2.8159, 1.7773, -2.6472)  0.36
H (-2.2430, 2.2256, -1.8137)  0.18
C (-4.4121, 1.2715, 0.5757)  1.79
C (-4.8689, 2.5686, 0.2353)  0.03
H (-5.1146, 2.8046, -0.8131)  0.01
C (-5.0049, 3.5763, 1.2039)  -0.77
H (-5.3009, 4.5872, 0.9100)  0.46
C (-4.6828, 3.3193, 2.5330)  -0.56
H (-4.7116, 4.1081, 3.2753)  0.51
C (-4.2847, 2.0374, 2.9141)  -0.83
H (-4.0127, 1.8374, 3.9526)  0.46
C (-4.1881, 1.0264, 1.9546)  -0.97
H (-3.8963, 0.0161, 2.2780)  0.28
H (-3.2686, -1.2978, -0.2488)  -0.20
Si (-7.5736, -0.4819, -1.1596)  0.36
C (-7.7998, 0.7848, 0.1559)  1.12
C (-8.7271, 1.7844, -0.1834)  -0.59
H (-9.0698, 1.8887, -1.2235)  0.34
C (-9.2722, 2.6078, 0.8029)  -0.78
H (-10.0333, 3.3324, 0.5252)  0.44
C (-8.8740, 2.4733, 2.1326)  -0.60
H (-9.3314, 3.0929, 2.9046)  0.44
C (-7.9223, 1.5056, 2.4604)  -0.46
H (-7.6283, 1.3711, 3.4981)  0.45
C (-7.3733, 0.6726, 1.4895)  -0.34
H (-6.6154, -0.0789, 1.7530)  0.36
C (-7.5482, 0.3818, -2.7928)  0.45
C (-7.0141, 1.6559, -3.0446)  0.44
H (-6.3230, 2.1215, -2.3287)  -0.01
C (-7.3379, 2.3204, -4.2322)  -0.52
H (-6.8713, 3.2785, -4.4522)  0.47
C (-8.2511, 1.7683, -5.1343)  -0.66
H (-8.5334, 2.3094, -6.0357)  0.43
C (-8.7951, 0.5129, -4.8677)  -0.69
H (-9.5292, 0.0747, -5.5395)  0.44
C (-8.4238, -0.2012, -3.7295)  -0.72
H (-8.8500, -1.1914, -3.5139)  0.40
H (-8.6534, -1.4931, -1.1062)  -0.22
Cl (-5.8409, -1.7223, -0.8340)  -0.32
N (0.8820, -1.6792, -1.4297)  -0.59
N (1.7927, -1.9561, -0.3786)  -0.18
C (1.3971, -2.5625, 0.7502)  0.74
N (2.3646, -2.8173, 1.6422)  -0.40
S (-0.2456, -2.9124, 1.0952)  -0.42
H (0.7076, -2.5063, -1.9953)  0.26
H (1.2283, -0.9227, -2.0326)  0.29
H (2.7710, -1.8320, -0.6278)  0.28
H (2.0607, -3.2477, 2.5070)  0.25
H (3.3456, -2.6933, 1.3936)  0.22


Density functional theory data (ωB97M-V with the def2-TZVPD basis set) for 2 unconnected molecules or ions with the total composition C2H3IOS.

**Energy above the lowest of the compared OMol25 structures with the same formula, charge and spin**: 11.3 kcal per mole
**Frontier orbital gap**: 7.9 eV
**2S+1**: 1
**Net charge**: 0
**Lowest unoccupied orbital energy**: -0.821 eV
**HOMO energy**: -8.754 eV

Each line ends with the Mulliken charge.
Atoms and positions in Å:
C (-2.3807, 1.1498, -1.9266)  0.10
C (0.8248, -0.5714, 1.0867)  -0.73
O (-2.7756, 1.0220, -0.8947)  -0.11
S (1.0103, -1.0378, -0.6997)  -0.12
I (0.9259, 1.1725, -1.7276)  0.03
H (0.2229, 0.3307, 1.0078)  0.31
H (1.8389, -0.6076, 1.6120)  0.26
H (0.3334, -1.4582, 1.5420)  0.26


Density functional theory data (ωB97M-V with the def2-TZVPD basis set) for a molecular structure, C3H5CeO4.

**Energy above the lowest of the compared OMol25 structures with the same formula, charge and spin**: 102.5 kcal per mole
**Frontier orbital gap (alpha / beta)**: 5.6 / 5.9 eV
**2S+1**: 2
**Net charge**: +2
**Lowest unoccupied orbital energy (alpha / beta)**: -10.798 / -10.514 eV
**HOMO energy (alpha / beta)**: -16.427 / -16.457 eV
**Expectation value of S²**: 0.86

Each line ends with the Mulliken charge.
Atoms and positions in Å:
O (-2.6449, -0.5676, 0.2455)  -0.27
C (-2.6470, 0.7503, 0.4523)  0.61
C (-1.3346, -0.9531, -0.2330)  -0.43
O (-3.6295, 1.4430, 0.3455)  -0.45
O (-1.4092, 1.2275, 0.5026)  -0.32
C (-0.4392, 0.1386, 0.3261)  -0.39
Ce (1.7879, 0.8521, -0.8839)  1.91
H (-1.4003, -1.0062, -1.3288)  0.31
H (-1.0839, -1.9476, 0.1500)  0.33
H (-0.1498, -0.1699, 1.3460)  0.46
H (4.2144, -0.5195, 0.2283)  0.39
O (3.9697, 0.2431, -0.3379)  -0.55
H (4.7663, 0.5093, -0.8127)  0.39